Entry from the Open Molecules 2025 dataset: a cluster of 13 separate species, C46H85N7O6 in total in a non-equilibrium geometry (ωB97M-V with the def2-TZVPD basis set).

Structure (XYZ):
```
144
Properties=species:S:1:pos:R:3:forces:R:3:mulliken_charge:R:1
C 6.0038 -6.3723 26.3243 1.84 -1.98 -1.16 -0.597
C 7.0803 -5.3478 26.6925 -0.11 0.91 -0.36 -0.613
C 7.7389 -4.7296 25.4246 1.50 0.85 0.59 0.960
C 8.5710 -5.6010 24.5884 -2.57 1.64 2.33 0.014
N 9.1017 -6.3781 23.9780 2.12 -2.39 -2.18 -0.512
H 6.5816 -7.3764 26.2408 -1.17 1.30 0.05 0.391
H 5.5859 -6.2082 25.2882 0.04 0.07 1.35 -0.113
H 5.2699 -6.4959 27.1138 -0.23 0.13 -0.21 0.169
H 7.8339 -5.7709 27.3735 -0.27 0.17 -0.21 0.426
H 6.5987 -4.4783 27.1797 0.29 -0.43 -0.06 0.324
H 8.4725 -3.8860 25.6676 -1.36 -0.73 -0.03 0.309
H 6.9293 -4.3735 24.8027 -0.07 0.38 -0.25 -0.709
C 0.5250 -2.6747 20.7751 -0.72 -0.29 2.07 0.197
C -1.0450 -2.4881 20.9674 1.01 1.21 -0.81 -0.689
C -1.5228 -2.6894 22.4010 1.16 -1.44 -0.50 0.185
C -1.2900 -4.1600 22.7179 -0.53 1.19 0.52 0.090
N -1.1675 -5.2763 22.9745 0.15 0.36 -0.21 -0.529
H 1.1827 -2.1015 21.5034 -1.19 -0.40 -0.50 0.013
H 0.8318 -2.3099 19.8229 0.15 -0.15 -0.95 -0.103
H 0.7902 -3.7331 20.9562 0.01 0.43 -0.49 -0.117
H -1.6319 -3.2208 20.3685 0.60 0.88 -0.26 0.366
H -1.2352 -1.3941 20.6903 -0.25 -1.60 0.11 0.249
H -2.5750 -2.4423 22.4948 -0.04 -0.08 0.27 0.385
H -0.8775 -2.0473 22.9866 -0.19 -0.03 0.80 -0.065
C 1.9707 -0.9949 17.1570 -1.77 -0.21 -1.05 -1.892
C 3.3124 -1.4217 17.5394 0.68 -0.34 0.82 1.137
C 4.1580 -0.3398 18.1420 -0.86 1.91 -0.34 0.818
C 3.3640 0.3071 19.2291 2.19 -1.14 -2.06 -0.005
N 2.8503 0.7738 20.1207 -1.39 1.07 2.01 -0.459
H 1.9887 -0.3045 16.3160 -0.13 -0.05 -0.25 0.388
H 1.4347 -0.5061 17.9464 -0.19 0.43 0.65 0.437
H 1.3550 -1.8819 16.9290 0.23 0.38 -0.35 0.383
H 3.8234 -1.8755 16.7278 0.45 -0.32 -0.72 -0.047
H 3.2111 -2.1582 18.3013 -0.04 -0.98 0.65 -0.586
H 4.3723 0.4542 17.3672 0.18 -0.82 0.90 0.412
H 5.0500 -0.7389 18.5957 0.55 0.13 -0.10 -0.574
C 12.6758 -4.4164 21.5897 0.85 1.62 0.74 -1.227
C 11.8401 -4.8514 20.4481 1.17 -0.34 -2.48 -0.651
C 10.4356 -5.2326 20.7371 -1.23 -0.68 0.12 0.191
C 9.5870 -4.0878 20.9797 0.34 0.34 1.14 0.051
N 8.9722 -3.1668 21.2655 -0.59 0.58 -0.04 -0.324
H 12.2777 -3.5163 22.1135 0.26 -0.53 -0.39 0.294
H 13.7186 -4.1998 21.2652 -0.73 0.02 0.13 0.353
H 12.7640 -5.1978 22.3178 -0.08 -0.53 0.54 0.352
H 12.3622 -5.7196 20.0009 -0.43 0.08 0.19 0.324
H 11.8254 -4.1417 19.6018 0.18 0.13 0.49 0.361
H 10.4304 -5.8881 21.6479 -0.60 0.18 -1.01 0.107
H 9.9184 -5.6071 19.8237 0.72 -0.87 0.70 0.218
C 8.2200 -8.0834 20.5164 -0.26 0.37 0.02 -0.754
C 6.9684 -8.9038 20.8491 -1.19 2.91 -0.01 -0.766
C 6.4685 -8.5961 22.2903 1.29 0.06 0.27 -0.676
C 6.1645 -7.1421 22.5002 0.49 -4.01 -0.72 -0.124
N 5.9036 -6.0447 22.4914 -0.50 2.81 0.32 0.117
H 8.7783 -8.3396 19.6038 -0.63 -0.08 0.03 0.489
H 8.9392 -8.2211 21.3182 0.17 0.31 0.27 0.318
H 7.9001 -7.0078 20.4631 0.56 -0.88 0.10 -0.012
H 7.0324 -9.9376 20.7952 0.56 -1.96 -0.28 0.496
H 6.1425 -8.5869 20.1999 0.18 -0.26 -0.22 0.186
H 7.3744 -8.8477 22.9079 -1.17 0.20 0.09 0.395
H 5.5965 -9.2435 22.5057 0.45 0.68 0.21 0.375
C 4.9080 -0.2223 23.1947 -0.24 0.90 1.14 -1.066
C 5.8715 -1.1527 22.5049 0.85 0.33 -1.19 0.823
C 5.6354 -2.5820 22.9134 -0.51 -1.78 1.04 0.625
C 4.5630 -3.1958 22.1303 -1.37 -0.55 -0.71 -0.618
N 3.7240 -3.6570 21.4728 0.97 0.60 0.84 0.216
H 4.9543 -0.2685 24.3279 0.00 -0.25 -1.19 0.233
H 3.8893 -0.4598 22.8831 -0.10 -0.03 0.14 0.123
H 5.0614 0.8422 22.9531 0.12 -0.40 -0.15 0.488
H 6.9269 -0.9834 22.7646 -0.32 0.52 -0.24 -0.118
H 5.7592 -1.0407 21.3729 0.34 -0.15 1.42 -0.442
H 5.3174 -2.6413 24.0168 0.54 -0.04 -1.42 0.020
H 6.4920 -3.2834 22.7416 -0.38 0.80 0.23 -0.395
C 5.9519 -3.4414 18.5454 -0.55 0.28 -0.15 0.589
C 5.8141 -4.9382 18.6606 -0.76 -1.07 1.95 -0.302
C 4.3296 -5.4334 18.6746 -0.83 0.47 -1.20 1.010
C 3.6660 -5.0304 17.3998 -0.05 0.68 0.29 -0.107
N 3.1498 -4.4815 16.5262 0.25 -0.61 0.05 -0.610
H 5.4003 -2.9871 19.3853 0.19 0.08 -0.41 -0.716
H 5.5527 -3.0662 17.5865 0.06 -0.09 0.41 -0.557
H 6.9910 -3.1415 18.6066 0.22 0.09 0.10 0.633
H 6.1669 -5.2542 19.6745 0.11 0.23 -0.72 -0.361
H 6.4019 -5.4636 17.9292 0.15 -0.32 -0.44 0.717
H 3.7263 -4.8752 19.4236 0.67 -0.40 -0.10 -0.938
H 4.1083 -6.5158 18.7929 0.75 0.58 0.22 0.537
C 8.5470 -0.0336 25.1637 -1.51 -0.51 -0.53 -0.778
C 8.1930 1.2709 24.5420 -0.63 1.36 -1.73 0.725
O 8.3451 1.4901 23.3456 -0.12 -0.17 1.32 -0.516
C 7.5622 2.3656 25.4427 0.55 -0.11 -0.41 -1.276
H 8.6032 -0.8540 24.3564 0.55 1.31 1.52 0.070
H 7.6563 -0.2017 25.8085 0.69 -0.51 -0.09 0.266
H 9.3875 0.1993 25.8186 0.28 -0.76 -0.09 0.470
H 6.7011 2.8459 24.9775 0.20 -0.13 -0.38 0.321
H 8.3109 3.1458 25.6320 -0.11 -0.17 -0.08 0.361
H 7.2163 1.9958 26.3904 0.05 -0.34 0.51 0.399
C 1.7792 1.9094 23.3560 -0.04 -1.95 0.51 -0.817
C 0.5033 1.0675 23.1657 0.30 0.14 0.23 0.831
O 0.3131 0.0226 23.7545 0.54 0.06 0.02 -0.572
C -0.5903 1.5934 22.2930 -0.06 0.34 -0.43 -1.194
H 2.5194 1.5515 22.6107 -0.38 0.30 0.37 0.025
H 2.1474 1.7236 24.3840 -0.03 -0.03 -0.61 0.267
H 1.6115 2.9488 23.2422 -0.26 1.01 -0.36 0.467
H -1.2367 0.8061 21.9718 -0.59 -0.73 0.34 0.286
H -0.2920 2.0246 21.3485 0.60 0.64 0.02 0.358
H -1.1538 2.3152 22.8888 -0.04 0.11 -0.18 0.342
C 9.0445 0.7406 20.2367 -0.61 0.15 -1.26 -0.812
C 7.9896 1.1050 19.1446 2.28 1.13 2.17 0.783
O 7.5792 0.2739 18.4200 -1.25 -2.21 -1.76 -0.479
C 7.5977 2.5346 18.9724 1.41 0.10 1.32 -1.225
H 10.0332 0.8035 19.7334 -0.50 -0.52 0.20 0.401
H 8.7748 -0.2555 20.6132 0.57 0.24 -0.11 -0.017
H 9.0922 1.4706 21.0182 -0.24 0.26 0.59 0.333
H 8.1565 3.1644 19.6669 0.13 0.11 -0.25 0.371
H 6.5978 2.6124 19.2824 -1.65 0.23 -0.01 0.307
H 7.7667 2.8204 17.9649 -0.16 0.38 -0.92 0.357
C 1.7218 -6.8079 20.8367 -0.46 0.06 0.48 -0.409
C 2.5019 -7.3470 22.0158 1.49 -0.77 -1.40 0.396
O 3.2745 -8.2883 21.8161 -0.90 0.89 0.78 -0.604
C 2.4234 -6.5952 23.2956 -0.17 -0.17 0.77 -0.080
H 2.0050 -7.4321 19.9780 -0.72 0.05 0.22 0.356
H 2.1231 -5.8039 20.6219 -0.43 -0.06 0.28 -0.471
H 0.6179 -6.7498 21.1113 1.33 -0.04 -0.73 0.410
H 3.0101 -5.6655 23.2337 -0.09 -0.32 -0.14 -0.440
H 2.7521 -7.2017 24.1422 0.32 0.04 -0.18 0.364
H 1.3896 -6.3396 23.4957 -0.31 0.31 -0.07 0.435
C 2.0238 -3.3137 24.9734 -0.75 0.41 0.19 -0.785
C 2.8870 -4.0996 25.9229 1.49 -0.11 0.19 0.926
O 4.0604 -3.7858 26.1329 -1.38 -0.31 -0.40 -0.558
C 2.2313 -5.2240 26.6849 -1.94 0.93 0.80 -1.290
H 1.7136 -3.7300 24.0276 0.70 -0.79 -0.47 -0.009
H 2.4134 -2.3376 24.7939 0.75 0.59 -0.24 0.313
H 1.0343 -3.1065 25.3500 -0.42 -0.12 0.93 0.499
H 1.7336 -4.7198 27.5710 0.33 -0.26 -0.90 0.407
H 2.8283 -5.9754 27.1722 0.68 -0.21 -0.44 0.230
H 1.3794 -5.6459 26.1160 0.59 0.00 0.23 0.295
C 7.5134 -2.1283 15.0615 -0.69 -0.80 0.55 -1.038
C 6.0668 -1.9019 14.7423 -1.41 0.47 0.99 1.000
O 5.4136 -0.9746 15.2116 1.13 -0.45 -0.44 -0.559
C 5.3113 -2.9463 13.9690 0.63 0.32 -1.15 -1.116
H 7.4784 -3.1274 15.5733 0.50 0.75 -0.36 0.194
H 7.8408 -1.3581 15.7402 0.25 0.16 0.25 0.206
H 8.1451 -2.1876 14.1848 0.08 -0.13 -0.21 0.432
H 5.8905 -3.2401 13.0776 -0.23 -0.19 0.32 0.404
H 4.4148 -2.4533 13.6569 -0.62 0.18 -0.38 0.324
H 4.9847 -3.8161 14.5199 0.33 -0.26 0.47 0.195
```
Forces are in eV/Å.

LUMO	0.5	eV
total charge	0
strongest force on any atom	4.1	eV Å⁻¹
DFT total energy	-2638.35805	Eh
orbital gap	0.3555	Eh